1.
Computed, not measured: C4H8O2 in the gas phase, with the ωB97M-V functional and the def2-TZVPD basis.

Bonds (Å) are listed after each position.
CARTESIAN COORDINATES (ANGSTROEM)
1 C 0.561 -1.637 1.250  O2 1.410, H7 1.102, H8 1.101, H9 1.092
2 O 0.756 -0.299 0.851  C1 1.410, C3 1.410
3 C -0.490 0.308 0.591  O2 1.410, C4 1.513, H10 1.100, H11 1.093
4 C -0.478 1.292 -0.558  C3 1.513, C5 1.461, O6 1.437, H12 1.091
5 C 0.372 1.035 -1.718  C4 1.461, O6 1.412, H13 1.089, H14 1.087
6 O -0.985 0.644 -1.736  C4 1.437, C5 1.412
7 H -0.044 -1.706 2.168  C1 1.102
8 H 0.046 -2.200 0.456  C1 1.101
9 H 1.539 -2.085 1.435  C1 1.092
10 H -0.920 0.719 1.516  C3 1.100
11 H -1.177 -0.436 0.178  C3 1.093
12 H -0.891 2.286 -0.383  C4 1.091
13 H 1.115 0.243 -1.635  C5 1.089
14 H 0.596 1.836 -2.417  C5 1.087

Properties
Energy above the lowest of the compared OMol25 structures with the same formula, charge and spin ... 2.8132 eV
Spin multiplicity ... 1
SMILES string ... COC[C@H]1CO1
Gap between HOMO and LUMO ... 10.9 eV
Net charge ... 0

Löwdin population analysis, charges in e, atoms 1 to 4: atom 1 (C): -0.11, atom 2 (O): -0.18, atom 3 (C): -0.19, atom 4 (C): -0.24

---

2.
Computed, not measured: C4H8O2 in the gas phase, with the ωB97M-V functional and the def2-TZVPD basis.

Bonds (Å) are listed after each position.
CARTESIAN COORDINATES (ANGSTROEM)
1 C -0.481 0.306 1.504  C2 1.521, H7 1.092, H8 1.094, H9 1.094
2 C -0.177 -0.432 0.209  C1 1.521, C3 1.516, C5 1.543, H10 1.100
3 C 1.296 -0.772 0.084  C2 1.516, O4 1.208, H11 1.109
4 O 2.162 -0.347 0.810  C3 1.208
5 C -0.627 0.393 -1.014  C2 1.543, O6 1.415, H12 1.095, H13 1.099
6 O -0.015 -0.015 -2.223  C5 1.415, H14 0.955
7 H -0.152 -0.270 2.371  C1 1.092
8 H -1.553 0.499 1.600  C1 1.094
9 H 0.046 1.266 1.531  C1 1.094
10 H -0.709 -1.394 0.182  C2 1.100
11 H 1.547 -1.452 -0.755  C3 1.109
12 H -1.708 0.286 -1.153  C5 1.095
13 H -0.428 1.457 -0.820  C5 1.099
14 H 0.798 0.476 -2.326  O6 0.955

Properties
Energy above the lowest of the compared OMol25 structures with the same formula, charge and spin ... 1.2498 eV
Spin multiplicity ... 1
SMILES string ... C[C@H](C=O)CO
Gap between HOMO and LUMO ... 10.5 eV
Net charge ... 0

Löwdin population analysis, charges in e, atoms 1 to 4: atom 1 (C): -0.07, atom 2 (C): -0.33, atom 3 (C): -0.23, atom 4 (O): 0.06